No. 1
Molecular formula: C43H39F3N3O9P2PtS2
Method: DFT, the ωB97M-V functional and the def2-TZVPD basis

Results
strongest force on any atom = 1.0 eV/Å
Kohn-Sham gap = 0.24401 Ha
charge = +1
DFT total energy = -119761.02558 eV

CARTESIAN COORDINATES (ANGSTROEM)
Pt (-0.2369, -0.7966, -0.4725)
O (1.3272, -1.2197, 0.7872)
N (1.8059, -2.4579, 0.9660)
N (1.6643, -3.2194, -0.0259)
O (1.0583, -2.9166, -1.0900)
C (2.2195, -4.5537, 0.1047)
C (1.6558, -5.5499, -0.6711)
C (2.1926, -6.8251, -0.5919)
C (3.2735, -7.0776, 0.2406)
C (3.8165, -6.0605, 1.0145)
C (3.2907, -4.7806, 0.9535)
H (0.8138, -5.3202, -1.3068)
H (1.7619, -7.6232, -1.1808)
H (3.6978, -8.0716, 0.2854)
H (4.6563, -6.2621, 1.6653)
H (3.6998, -3.9754, 1.5450)
C (0.3620, 6.0726, 2.7849)
S (1.9096, 5.1974, 3.0888)
C (1.2901, 3.8225, 4.0934)
C (0.4811, 2.7809, 3.3248)
C (1.2756, 2.1938, 2.1722)
N (0.4735, 1.2834, 1.3365)
P (-0.5959, -0.0507, 1.7087)
C (-2.1519, 0.8435, 1.9356)
C (-2.8100, 1.3654, 0.8245)
C (-3.9667, 2.1088, 0.9923)
C (-4.4758, 2.3307, 2.2653)
C (-3.8281, 1.8011, 3.3703)
C (-2.6704, 1.0524, 3.2095)
C (-0.0837, -0.8175, 3.2665)
C (1.2379, -0.6666, 3.6866)
C (1.6874, -1.2776, 4.8447)
C (0.8255, -2.0681, 5.5891)
C (-0.4861, -2.2400, 5.1691)
C (-0.9408, -1.6287, 4.0147)
P (0.8184, 1.1140, -0.2935)
C (0.1923, 2.5751, -1.1055)
C (0.5258, 2.7922, -2.4455)
C (0.0332, 3.9060, -3.1015)
C (-0.7881, 4.8015, -2.4261)
C (-1.1284, 4.5813, -1.0989)
C (-0.6493, 3.4619, -0.4375)
C (2.5429, 1.0245, -0.7834)
C (3.3043, 2.1901, -0.6625)
C (4.6344, 2.1885, -1.0472)
C (5.2024, 1.0334, -1.5666)
C (4.4398, -0.1175, -1.7116)
C (3.1098, -0.1280, -1.3250)
H (0.6086, 6.9594, 2.2045)
H (-0.0938, 6.3828, 3.7242)
H (-0.3418, 5.4696, 2.2116)
H (0.6900, 4.2362, 4.9045)
H (2.1755, 3.3681, 4.5420)
H (-0.4385, 3.2291, 2.9386)
H (0.1777, 1.9907, 4.0180)
H (2.1905, 1.7122, 2.5207)
H (1.5835, 3.0171, 1.5233)
H (-2.4458, 1.1696, -0.1757)
H (-4.4768, 2.5066, 0.1249)
H (-5.3820, 2.9076, 2.3937)
H (-4.2239, 1.9639, 4.3640)
H (-2.1731, 0.6522, 4.0825)
H (1.9354, -0.0924, 3.0981)
H (2.7152, -1.1459, 5.1552)
H (1.1767, -2.5566, 6.4883)
H (-1.1627, -2.8652, 5.7357)
H (-1.9643, -1.7838, 3.7075)
H (1.1622, 2.0883, -2.9682)
H (0.2895, 4.0780, -4.1380)
H (-1.1637, 5.6773, -2.9387)
H (-1.7738, 5.2775, -0.5799)
H (-0.9234, 3.2790, 0.5933)
H (2.8645, 3.1040, -0.2809)
H (5.2206, 3.0925, -0.9542)
H (6.2404, 1.0353, -1.8719)
H (4.8782, -1.0114, -2.1343)
H (2.5135, -1.0164, -1.4797)
F (-3.6524, -4.9095, 0.6638)
C (-3.5176, -3.6797, 1.1463)
F (-3.6847, -3.7076, 2.4653)
F (-4.4368, -2.8903, 0.6058)
S (-1.8281, -3.0310, 0.7964)
O (-1.9984, -1.7258, 1.4876)
O (-0.9050, -3.9320, 1.4090)
O (-1.6696, -2.7751, -0.6314)
O (-1.6385, -0.1589, -1.8182)
C (-0.9428, -0.3901, -2.8900)
O (0.2926, -0.5756, -2.7377)
C (-1.6108, -0.4358, -4.1875)
C (-2.9920, -0.2933, -4.2532)
C (-3.6704, -0.3924, -5.4666)
C (-2.9011, -0.6401, -6.5784)
O (-3.3153, -0.7867, -7.8582)
C (-2.1492, -1.0863, -8.6345)
O (-1.0226, -1.0180, -7.7607)
C (-1.5181, -0.7815, -6.5126)
C (-0.8357, -0.6875, -5.3349)
H (-3.5422, -0.1139, -3.3401)
H (-4.7432, -0.2883, -5.5354)
H (-2.0437, -0.3448, -9.4256)
H (-2.2376, -2.0947, -9.0415)
H (0.2367, -0.8027, -5.2724)

Atoms 1-3, force components in eV/Å:
0.50 0.42 0.33
0.05 -0.58 -0.34
0.11 -0.11 0.23

Löwdin population analysis, charges in e, atoms 1 to 4: number 1, Pt, carries 1.262; number 2, O, carries -0.404; number 3, N, carries 0.073; number 4, N, carries -0.237


No. 2
Molecular formula: C43H39MnN10OPTe
Method: DFT, the ωB97M-V functional and the def2-TZVPD basis

Results
strongest force on any atom = 0.7 eV/Å
2S+1 = 3
Kohn-Sham gap (alpha / beta) = 0.27198 / 0.28904 Ha
charge = +1
DFT total energy = -110067.81154 eV

CARTESIAN COORDINATES (ANGSTROEM)
Mn (-0.8483, 0.4766, -1.1253)
N (0.1743, -2.0027, -3.1981)
C (-0.9947, -2.1515, -2.4941)
N (-1.7402, -3.2308, -2.5012)
N (-2.7712, -2.9232, -1.6777)
N (-2.6547, -1.7453, -1.2000)
N (-1.5208, -1.1967, -1.7181)
C (1.0218, -0.9462, -2.9532)
N (2.3057, -0.9070, -3.2323)
N (2.6987, 0.3090, -2.7916)
N (1.7183, 0.9649, -2.2967)
N (0.6057, 0.1853, -2.3814)
H (0.5341, -2.8099, -3.6816)
C (-0.5116, 4.7032, 0.8963)
C (-1.8855, 4.5435, 0.7361)
C (-2.3819, 3.7700, -0.2965)
C (-1.4973, 3.1746, -1.1965)
C (-0.1147, 3.3308, -1.0361)
C (0.3713, 4.0978, 0.0173)
P (-2.0294, 1.9535, -2.4085)
C (-1.3386, 2.4149, -4.0007)
C (-1.1136, 3.7497, -4.3289)
C (-0.6094, 4.0742, -5.5786)
C (-0.3298, 3.0720, -6.4964)
C (-0.5561, 1.7409, -6.1727)
C (-1.0584, 1.4107, -4.9258)
C (-3.8173, 1.9307, -2.5183)
C (-4.4818, 2.7244, -3.4520)
C (-5.8657, 2.7127, -3.4980)
C (-6.5829, 1.9083, -2.6220)
C (-5.9212, 1.1104, -1.6999)
C (-4.5360, 1.1149, -1.6451)
H (-0.1329, 5.3078, 1.7089)
H (-2.5685, 5.0207, 1.4248)
H (-3.4489, 3.6252, -0.4074)
H (0.5808, 2.8735, -1.7349)
H (1.4380, 4.2286, 0.1371)
H (-1.3219, 4.5320, -3.6095)
H (-0.4307, 5.1093, -5.8341)
H (0.0696, 3.3287, -7.4675)
H (-0.3349, 0.9621, -6.8884)
H (-1.2328, 0.3709, -4.6731)
H (-3.9233, 3.3403, -4.1448)
H (-6.3846, 3.3252, -4.2217)
H (-7.6629, 1.8963, -2.6677)
H (-6.4816, 0.4720, -1.0312)
H (-4.0228, 0.4699, -0.9424)
C (5.5143, -1.4946, 5.5991)
C (4.5546, -1.3559, 4.4533)
C (3.3337, -2.0171, 4.4563)
C (2.4375, -1.9322, 3.3956)
C (1.1463, -2.6920, 3.5047)
C (2.8111, -1.1407, 2.3076)
Te (1.8664, -1.1572, 0.4417)
N (0.2206, -0.1091, 0.4999)
C (-0.8035, 0.2632, 1.2720)
O (-1.7913, 0.6852, 0.5796)
C (-0.8409, 0.2993, 2.7397)
C (0.3223, 0.5535, 3.4605)
C (0.2755, 0.6100, 4.8433)
C (-0.9298, 0.4013, 5.5003)
C (-2.0922, 0.1536, 4.7788)
C (-2.0548, 0.1169, 3.3958)
C (1.0344, -3.0679, 0.3437)
C (-0.3233, -3.2618, 0.5417)
C (-0.8441, -4.5381, 0.4177)
C (0.0005, -5.5918, 0.0986)
C (1.3567, -5.3736, -0.1012)
C (1.9083, -4.1005, 0.0102)
C (3.3841, -3.8874, -0.1894)
C (4.0208, -0.4292, 2.2733)
C (4.4277, 0.4711, 1.1322)
C (4.8737, -0.5571, 3.3589)
H (5.0365, -1.9393, 6.4690)
H (5.9244, -0.5267, 5.8845)
H (6.3526, -2.1319, 5.3138)
H (3.0580, -2.6187, 5.3141)
H (0.7835, -2.6463, 4.5302)
H (1.2904, -3.7428, 3.2467)
H (0.3601, -2.2925, 2.8596)
H (1.2566, 0.7296, 2.9430)
H (1.1740, 0.8218, 5.4060)
H (-0.9661, 0.4411, 6.5799)
H (-3.0274, -0.0037, 5.2966)
H (-2.9501, -0.0631, 2.8161)
H (-0.9848, -2.4315, 0.7691)
H (-1.9052, -4.6983, 0.5413)
H (-0.4023, -6.5880, -0.0144)
H (2.0029, -6.2011, -0.3618)
H (3.8311, -4.7386, -0.6965)
H (3.8982, -3.7646, 0.7675)
H (3.6009, -3.0105, -0.8094)
H (3.6148, 1.1199, 0.7898)
H (4.7817, -0.0908, 0.2631)
H (5.2419, 1.1172, 1.4524)
H (5.8087, -0.0110, 3.3548)

Atoms 1-3, force components in eV/Å:
0.36 -0.44 -0.29
0.16 0.08 -0.03
0.12 -0.02 -0.37

Löwdin population analysis, charges in e, atoms 1 to 4: number 1, Mn, carries 0.618; number 2, N, carries 0.172; number 3, C, carries -0.454; number 4, N, carries 0.077


Question: The lowest strongest force on any atom belongs to which entry?
Answer: C43H39MnN10OPTe